Computed, not measured: a structure of composition C52H53As2O6Ru at a distorted geometry, with wB97M-V/def2-TZVPD.

Calculated values
Total charge: +1
DFT total energy: -191315.07643 eV
E_HOMO (alpha / beta): -10.45 / -10.60 eV
Spin multiplicity: 5
⟨S²⟩: 6.0137
Relative energy (zero: lowest compared OMol25 entry of this formula, charge and spin): 15.7 kcal per mole

CARTESIAN COORDINATES (ANGSTROEM)
Ru -9.55 -20.65 9.92
C -12.47 -26.79 9.43
C -12.20 -25.55 10.36
C -12.88 -25.57 11.69
O -10.73 -25.44 10.51
C -10.17 -24.20 10.14
C -11.44 -23.33 9.72
O -12.51 -24.29 9.66
C -11.31 -22.43 8.40
O -10.06 -21.75 8.51
C -12.61 -21.55 8.36
C -13.90 -22.12 8.54
C -15.06 -21.33 8.39
C -14.97 -20.03 7.89
C -13.69 -19.47 7.75
C -12.53 -20.24 7.97
C -11.18 -23.38 7.16
C -9.96 -23.32 6.47
C -9.76 -24.04 5.31
C -10.68 -25.04 5.02
C -11.89 -25.15 5.67
C -12.12 -24.27 6.71
C -9.19 -23.35 11.18
O -9.63 -22.04 11.20
C -7.74 -23.38 10.74
C -7.11 -24.46 10.21
C -5.80 -24.38 9.71
C -5.05 -23.26 9.94
C -5.60 -22.21 10.71
C -6.96 -22.29 11.06
C -9.25 -23.93 12.61
C -10.45 -23.88 13.28
C -10.68 -24.48 14.52
C -9.59 -25.07 15.14
C -8.34 -25.04 14.54
C -8.16 -24.50 13.26
H -11.79 -27.59 9.76
H -12.28 -26.43 8.40
H -13.48 -27.12 9.56
H -12.45 -26.37 12.35
H -13.94 -25.71 11.52
H -12.73 -24.62 12.12
H -9.46 -24.38 9.36
H -11.75 -22.60 10.51
H -13.99 -23.18 8.73
H -16.04 -21.75 8.49
H -15.84 -19.44 7.70
H -13.55 -18.54 7.23
H -11.53 -19.84 7.73
H -9.13 -22.77 6.90
H -8.86 -23.90 4.74
H -10.47 -25.59 4.09
H -12.59 -25.96 5.44
H -13.04 -24.23 7.25
H -7.66 -25.39 10.08
H -5.38 -25.23 9.22
H -4.02 -23.21 9.70
H -4.99 -21.37 11.03
H -7.41 -21.45 11.54
H -11.36 -23.55 12.75
H -11.64 -24.53 15.01
H -9.76 -25.77 16.01
H -7.44 -25.70 14.84
H -7.30 -24.59 12.66
H -8.19 -20.08 10.69
C -13.74 -19.27 11.37
As -11.97 -19.86 11.98
C -11.90 -21.26 13.25
C -10.72 -18.73 12.65
O -11.29 -20.23 10.52
H -14.21 -18.49 11.96
H -14.44 -20.15 11.44
H -13.76 -19.12 10.28
H -11.88 -20.80 14.26
H -10.79 -21.57 13.08
H -12.51 -22.17 13.17
H -10.94 -18.09 13.53
H -10.34 -18.04 11.89
H -9.88 -19.29 13.11
O -9.09 -19.38 8.42
As -8.81 -17.77 8.44
C -9.30 -17.07 6.69
C -10.04 -15.92 6.26
C -10.06 -15.64 4.89
C -9.48 -16.59 3.99
C -8.91 -17.75 4.46
C -8.95 -18.06 5.78
C -6.87 -17.70 8.35
C -6.04 -18.68 8.88
C -4.69 -18.55 8.73
C -4.14 -17.42 8.11
C -4.96 -16.40 7.63
C -6.37 -16.59 7.64
C -9.69 -16.73 9.75
C -9.00 -16.04 10.72
C -9.72 -15.28 11.65
C -11.10 -15.38 11.65
C -11.79 -16.16 10.77
C -11.07 -16.81 9.81
H -10.38 -15.30 7.09
H -10.46 -14.69 4.56
H -9.41 -16.31 2.97
H -8.69 -18.51 3.67
H -8.57 -18.99 6.19
H -6.45 -19.54 9.38
H -4.00 -19.32 9.09
H -3.05 -17.23 8.04
H -4.54 -15.52 7.19
H -7.11 -15.93 7.25
H -7.92 -16.15 10.73
H -9.17 -14.63 12.35
H -11.62 -14.86 12.44
H -12.83 -16.31 10.84
H -11.60 -17.31 8.97

These are the Löwdin partial charges, in e, on atoms 1 to 2: number 1, Ru, carries 1.54; number 2, C, carries 0.04